{
  "formula": "C44H65N3P2PdSi4Te",
  "method": "ωB97M-V/def2-TZVPD",
  "elements": ["Pd", "C", "Si", "C", "C", "N", "C", "C", "C", "C", "C", "C", "N", "Si", "C", "C", "C", "H", "H", "H", "H", "H", "H", "H", "H", "H", "H", "H", "H", "H", "H", "H", "H", "H", "H", "H", "H", "H", "H", "N", "P", "C", "C", "C", "C", "C", "C", "C", "C", "C", "C", "C", "C", "P", "C", "C", "C", "C", "C", "C", "C", "C", "C", "C", "C", "C", "H", "H", "H", "H", "H", "H", "H", "H", "H", "H", "H", "H", "H", "H", "H", "H", "H", "H", "H", "H", "H", "C", "Si", "C", "C", "C", "Te", "C", "Si", "C", "C", "C", "H", "H", "H", "H", "H", "H", "H", "H", "H", "H", "H", "H", "H", "H", "H", "H", "H", "H", "H", "H", "H", "H"],
  "coordinates": [[0.12741, 0.22269, -0.11901], [1.48786, 2.39476, 2.75056], [0.23652, 1.16350, 3.36652], [-1.32948, 1.97415, 3.98221], [1.00625, 0.18268, 4.76859], [-0.15195, -0.01068, 1.97276], [-0.64877, -1.17724, 2.26048], [-1.23618, -1.52255, 3.55506], [-1.63532, -2.77810, 3.81763], [-1.49021, -3.83974, 2.83762], [-1.00361, -3.59504, 1.60776], [-0.59570, -2.24477, 1.21222], [-0.13418, -1.92288, 0.04074], [0.29989, -3.27137, -1.14655], [1.02239, -2.57670, -2.70529], [-1.25037, -4.24170, -1.52971], [1.62816, -4.27233, -0.30420], [1.27460, 3.38277, 3.15436], [1.54990, 2.47899, 1.66515], [2.46687, 2.10712, 3.12615], [-1.13954, 2.26364, 5.01814], [-2.18951, 1.30500, 3.98358], [-1.61840, 2.86894, 3.43482], [1.92505, 0.67979, 5.08198], [1.26528, -0.84484, 4.52136], [0.34248, 0.15512, 5.63262], [-1.38695, -0.73799, 4.28159], [-2.08959, -3.01936, 4.76861], [-1.81269, -4.83472, 3.11014], [-0.94884, -4.38653, 0.87523], [0.29190, -2.22170, -3.42979], [1.55243, -3.40856, -3.17777], [1.75966, -1.79972, -2.53657], [-2.14969, -3.63345, -1.43961], [-1.37329, -5.11875, -0.89696], [-1.19588, -4.59812, -2.56011], [2.51301, -3.65059, -0.14120], [1.92140, -5.09006, -0.96544], [1.34562, -4.70994, 0.65114], [-1.14941, 2.17298, -1.84127], [-0.81033, 0.57343, -2.25832], [-0.11890, 0.73908, -3.92586], [-1.00306, 1.24052, -4.88734], [-0.55306, 1.52028, -6.16481], [0.77263, 1.28536, -6.49998], [1.64842, 0.77514, -5.55621], [1.20467, 0.50078, -4.26915], [-2.38524, -0.26574, -2.54671], [-3.56842, 0.24790, -2.02136], [-4.77517, -0.38991, -2.26892], [-4.80835, -1.53986, -3.04165], [-3.63412, -2.04659, -3.58233], [-2.42835, -1.41093, -3.34068], [-0.70258, 2.35631, -0.23465], [0.32009, 3.83101, -0.16409], [0.37336, 4.64248, 0.96926], [1.21107, 5.74401, 0.99628], [2.00272, 6.03935, -0.10563], [1.95534, 5.23591, -1.23489], [1.11874, 4.13287, -1.26754], [-2.21614, 2.66288, 0.69550], [-2.75634, 3.94911, 0.77426], [-4.00235, 4.14346, 1.34926], [-4.71851, 3.06172, 1.84074], [-4.19697, 1.77910, 1.74661], [-2.95008, 1.58003, 1.17740], [-1.66930, 2.84147, -2.40003], [-2.04774, 1.39877, -4.64776], [-1.24052, 1.90750, -6.90350], [1.11922, 1.49532, -7.50204], [2.67795, 0.58393, -5.82399], [1.89317, 0.09708, -3.54374], [-3.56113, 1.15150, -1.43299], [-5.69141, 0.02240, -1.86876], [-5.75052, -2.03224, -3.24133], [-3.66113, -2.92964, -4.20538], [-1.52857, -1.79862, -3.80342], [-0.24278, 4.42243, 1.83017], [1.24330, 6.37524, 1.87317], [2.65130, 6.90370, -0.08567], [2.56565, 5.47227, -2.09592], [1.08216, 3.51192, -2.15296], [-2.21439, 4.79967, 0.38522], [-4.41355, 5.14095, 1.41289], [-5.68799, 3.21928, 2.29186], [-4.76238, 0.93595, 2.11971], [-2.54799, 0.57745, 1.09228], [4.74505, -0.45298, -3.79048], [4.96811, 1.12219, -2.79902], [6.44883, 0.91550, -1.67927], [5.17396, 2.59966, -3.92473], [3.42246, 1.44780, -1.74075], [2.90445, -0.12722, -0.37587], [4.26275, 0.47248, 1.14902], [4.91601, -1.00871, 2.14000], [5.94981, -0.33711, 3.53985], [3.42929, -1.95394, 2.80143], [5.91998, -2.10417, 1.00838], [5.67521, -0.69182, -4.30831], [3.97223, -0.38160, -4.54997], [4.51302, -1.30236, -3.14287], [7.35505, 0.81737, -2.27772], [6.36526, 0.01184, -1.07490], [6.59313, 1.76745, -1.01432], [6.00263, 2.46726, -4.61916], [5.37237, 3.50591, -3.35009], [4.27155, 2.77015, -4.51563], [2.53688, 1.63053, -2.35253], [3.55158, 2.33153, -1.11095], [3.78111, 1.21621, 1.76754], [5.07849, 0.95469, 0.61181], [5.38289, 0.37191, 4.14569], [6.82798, 0.18185, 3.15303], [6.30250, -1.12743, 4.20175], [3.09511, -1.52748, 3.74611], [3.67159, -3.00100, 2.98248], [2.58282, -1.93119, 2.10607], [6.83737, -1.61084, 0.68687], [5.35815, -2.38904, 0.11624], [6.20827, -3.02248, 1.52044]],
  "forces_ev_per_angstrom": [[-0.927, -0.135, -0.017], [0.004, -0.171, -0.112], [-0.051, -0.211, -0.089], [0.039, -0.035, -0.011], [-0.041, 0.029, -0.055], [0.028, -0.100, 0.359], [-0.055, 0.230, 0.056], [0.075, -0.128, -0.108], [0.085, 0.143, -0.129], [0.130, 0.178, -0.275], [-0.057, 0.068, 0.198], [0.109, 0.026, -0.319], [-0.035, -0.272, 0.276], [-0.062, 0.030, 0.247], [-0.085, -0.020, -0.063], [0.070, -0.003, -0.123], [0.035, 0.119, -0.045], [-0.004, 0.037, 0.059], [0.064, -0.054, 0.100], [0.116, -0.047, 0.016], [-0.005, 0.062, 0.046], [-0.011, -0.010, 0.013], [0.012, 0.051, -0.082], [0.030, 0.041, 0.033], [-0.042, -0.020, -0.065], [-0.021, -0.017, 0.051], [0.026, -0.057, 0.015], [-0.019, 0.038, 0.035], [0.004, -0.046, -0.033], [-0.010, 0.073, 0.178], [0.072, 0.026, 0.041], [0.007, -0.029, -0.039], [0.132, 0.075, 0.071], [-0.050, 0.059, 0.003], [0.003, -0.077, -0.038], [-0.016, -0.007, -0.046], [0.015, -0.010, -0.011], [0.027, -0.025, -0.033], [-0.053, 0.016, 0.043], [-0.209, 0.128, -0.137], [0.231, 0.206, 0.257], [-0.061, -0.143, 0.079], [0.022, -0.012, -0.008], [-0.074, -0.010, 0.001], [0.049, 0.022, -0.021], [-0.009, -0.025, 0.039], [0.009, 0.017, -0.018], [0.004, 0.063, -0.021], [0.006, -0.097, 0.028], [-0.003, 0.031, 0.014], [-0.016, -0.038, -0.038], [-0.020, -0.001, 0.023], [0.060, -0.053, -0.066], [0.053, -0.232, -0.101], [-0.051, 0.028, -0.066], [-0.085, 0.105, -0.070], [-0.017, -0.023, -0.041], [-0.003, 0.020, 0.037], [0.039, -0.003, -0.059], [-0.019, -0.020, 0.034], [0.040, 0.072, -0.033], [0.005, -0.013, 0.010], [0.043, 0.024, 0.015], [-0.012, -0.022, 0.004], [0.006, 0.001, -0.003], [-0.006, -0.091, -0.040], [0.027, -0.020, 0.013], [-0.030, 0.010, 0.016], [-0.019, 0.012, -0.017], [0.019, 0.005, -0.026], [0.001, 0.012, -0.025], [0.035, -0.072, 0.023], [0.030, 0.119, 0.110], [-0.010, 0.008, 0.010], [-0.005, -0.001, 0.006], [0.005, -0.023, -0.018], [-0.107, 0.061, 0.018], [-0.043, -0.002, -0.002], [-0.003, 0.018, 0.022], [0.025, 0.027, 0.001], [0.009, 0.004, -0.012], [-0.015, -0.010, -0.036], [0.033, 0.033, -0.024], [-0.012, 0.027, -0.005], [-0.035, 0.002, 0.015], [-0.006, -0.025, 0.005], [0.000, 0.019, 0.001], [0.070, 0.014, 0.168], [0.014, -0.044, -0.023], [-0.049, 0.008, -0.048], [-0.101, -0.010, 0.077], [0.050, 0.067, 0.073], [0.483, 0.031, -0.332], [0.064, -0.200, 0.006], [0.012, -0.061, 0.017], [-0.047, 0.029, -0.078], [-0.016, 0.049, -0.073], [-0.082, 0.060, -0.007], [0.053, 0.006, -0.010], [-0.102, -0.010, -0.060], [-0.011, -0.002, 0.007], [0.040, -0.010, -0.051], [0.000, -0.064, 0.049], [-0.001, 0.058, 0.034], [0.066, -0.048, -0.033], [-0.002, 0.033, 0.021], [-0.026, 0.014, -0.031], [0.115, 0.013, 0.054], [0.012, 0.014, -0.010], [-0.089, 0.165, 0.145], [0.038, 0.010, -0.009], [-0.017, 0.023, 0.025], [0.028, 0.030, 0.000], [0.006, -0.080, 0.015], [0.003, 0.025, 0.042], [0.045, -0.050, 0.016], [-0.029, -0.023, -0.033], [0.047, 0.034, -0.023], [-0.006, -0.005, -0.024], [0.013, -0.035, 0.054]],
  "spin_multiplicity": 1,
  "lumo_ev": -6.687,
  "total_charge": 2,
  "total_energy_ha": -4116.231776,
  "e_homo_ev": -12.30,
  "gap_ev": 5.62
}